#a
An isolated molecule of CH2O2S2, computed with ωB97M-V/def2-TZVPD.

HOMO-LUMO gap = 8.9 eV
LUMO energy = -0.11 eV
SMILES string = OOC(=S)S
E_HOMO = -0.330 Eh

XYZ file:
```
7
CH2O2S2 (ωB97M-V/def2-TZVPD)
C -0.273 -0.134 0.084
O 1.851 0.557 0.460
O 0.537 0.894 0.094
S -1.891 0.468 0.212
S 0.130 -1.774 -0.101
H -2.564 -0.542 -0.355
H 2.210 0.531 -0.394
```

Atom charges from the Löwdin analysis, given in e for atoms 1 to 2: -1.234, 0.029

***

#b
CH2O2S2 as an isolated structure, computed with ωB97M-V/def2-TZVPD.

HOMO-LUMO gap (spin up / spin down) = 7.5 / 7.5 eV
LUMO energy (spin up / spin down) = -2.28 / -2.27 eV
E_HOMO (spin up / spin down) = -0.358 / -0.358 Eh

XYZ file:
```
7
CH2O2S2 (ωB97M-V/def2-TZVPD)
C -0.518 -0.489 0.712
O 1.292 -1.647 -1.298
O 1.564 0.630 -0.683
S -0.935 1.123 0.777
S 0.627 -0.456 -0.980
H -2.272 -0.902 0.678
H 0.242 1.741 0.794
```

Atom charges from the Löwdin analysis, given in e for atoms 1 to 2: -0.572, -0.379

***

Of them, #a has the highest stability.

***

#a
A 2-piece molecular cluster, C4H8F2S overall, computed with ωB97M-V/def2-TZVPD.

HOMO-LUMO gap = 9.0 eV
LUMO energy = 0.67 eV
E_HOMO = -0.305 Eh

XYZ file:
```
15
C4H8F2S (ωB97M-V/def2-TZVPD)
C -1.090 -1.152 1.678
C 0.934 0.084 -2.690
C -0.903 0.279 1.715
C 0.623 0.724 -0.027
F 0.967 2.010 0.154
F 1.708 0.003 0.356
S -0.334 0.335 -1.401
H -0.953 -1.519 0.589
H -2.109 -1.279 2.078
H -0.337 -1.624 2.272
H 1.352 1.085 -3.109
H 0.456 -0.278 -3.517
H 1.718 -0.371 -2.005
H -1.654 0.900 1.324
H -0.377 0.803 2.582
```

Atom charges from the Löwdin analysis, given in e for atoms 1 to 2: -0.190, -0.359

***

#b
An isolated molecule of C4H8F2S, computed with ωB97M-V/def2-TZVPD.

HOMO-LUMO gap = 10.1 eV
LUMO energy = 0.98 eV
SMILES string = FC(F)CCCS
E_HOMO = -0.334 Eh

XYZ file:
```
15
C4H8F2S (ωB97M-V/def2-TZVPD)
C 1.447 0.184 0.584
C 0.430 1.018 -0.230
C -1.003 0.662 0.073
C -1.445 -0.780 -0.259
H 1.427 -1.923 -0.554
H 2.178 0.858 0.926
H 0.882 -0.247 1.417
H 0.583 2.110 -0.185
H 0.668 0.821 -1.324
H -1.089 0.763 1.162
H -1.735 1.293 -0.499
H -1.237 -1.093 -1.284
F -0.726 -1.668 0.487
F -2.783 -0.907 -0.100
S 2.404 -1.092 -0.214
```

Atom charges from the Löwdin analysis, given in e for atoms 1 to 2: -0.592, -0.262

***

Of them, #b has the highest stability.

***

#a
An isolated molecule of C2H2F2O2, computed with ωB97M-V/def2-TZVPD.

HOMO-LUMO gap = 12.4 eV
LUMO energy = 0.64 eV
SMILES string = O=C(F)[C@@H](O)F
E_HOMO = -0.433 Eh

XYZ file:
```
8
C2H2F2O2 (ωB97M-V/def2-TZVPD)
C 1.124 0.192 -0.062
C -0.484 -0.333 0.196
O 1.503 1.044 -0.773
O -1.422 0.630 0.024
F 1.976 -0.472 0.760
F -0.640 -1.475 -0.633
H -0.846 -0.756 1.231
H -1.211 1.170 -0.743
```

Atom charges from the Löwdin analysis, given in e for atoms 1 to 2: -0.326, -0.286

***

#b
A 2-piece molecular cluster, C2H2F2O2 overall, computed with ωB97M-V/def2-TZVPD.

HOMO-LUMO gap = 10.7 eV
LUMO energy = 0.67 eV
E_HOMO = -0.370 Eh

XYZ file:
```
8
C2H2F2O2 (ωB97M-V/def2-TZVPD)
C 0.783 0.989 -1.542
C -0.883 -1.195 0.744
O 1.614 0.413 -0.949
O -1.357 -0.580 1.798
F -0.055 1.955 -1.077
F 0.292 -1.790 0.908
H 0.404 0.808 -2.548
H -0.799 -0.600 2.667
```

Atom charges from the Löwdin analysis, given in e for atoms 1 to 2: -0.325, -0.178

***

Of them, #a has the highest stability.

***

#a
C7H10NO as an isolated structure, computed with ωB97M-V/def2-TZVPD.

HOMO-LUMO gap = 8.1 eV
LUMO energy = -3.69 eV
E_HOMO = -0.434 Eh
Charge = +1

XYZ file:
```
19
C7H10NO (ωB97M-V/def2-TZVPD)
C 1.800 -1.024 -0.245
C 3.068 -0.767 0.160
C 2.115 1.116 0.160
C 1.111 0.203 -0.172
C -1.101 -0.764 -0.805
C -0.233 0.448 -0.680
C -1.615 -0.246 0.528
N -2.717 0.680 0.450
O 3.321 0.492 0.395
H 1.522 -1.995 -0.336
H 3.793 -1.577 0.360
H 2.125 2.156 0.211
H -1.845 -0.843 -1.480
H -0.511 -1.592 -0.737
H -0.524 1.453 -0.893
H -1.377 -0.570 1.584
H -2.606 1.424 1.208
H -3.647 0.254 0.708
H -2.677 1.152 -0.415
```

Atom charges from the Löwdin analysis, given in e for atoms 1 to 2: -0.025, -0.134

***

#b
A 2-piece molecular cluster, C7H10NO overall, computed with ωB97M-V/def2-TZVPD.

HOMO-LUMO gap = 8.2 eV
LUMO energy = -3.84 eV
E_HOMO = -0.444 Eh
Charge = +1

XYZ file:
```
19
C7H10NO (ωB97M-V/def2-TZVPD)
C -2.615 -0.836 0.240
C -3.521 -0.032 -0.642
C -1.376 -0.850 0.551
C 2.314 0.435 0.136
C 2.448 1.628 0.464
C -4.850 0.047 -0.550
C 3.163 -1.324 -1.111
N 2.199 -0.692 -0.372
O -0.212 -0.851 0.767
H -3.202 -1.673 0.680
H -2.997 0.250 -1.535
H 3.008 1.664 1.378
H 2.266 2.458 -0.211
H -5.426 0.525 -1.305
H -5.420 -0.405 0.269
H 2.596 -1.895 -1.970
H 3.716 -0.487 -1.618
H 3.812 -2.047 -0.632
H 1.249 -1.010 -0.042
```

Atom charges from the Löwdin analysis, given in e for atoms 1 to 2: -0.074, -0.167

***

Of them, #a has the highest stability.

***

#a
CH4N4O as an isolated structure, computed with ωB97M-V/def2-TZVPD.

HOMO-LUMO gap = 11.0 eV
LUMO energy = 0.66 eV
E_HOMO = -0.381 Eh

XYZ file:
```
10
CH4N4O (ωB97M-V/def2-TZVPD)
C 0.830 0.486 -0.248
N -2.262 -0.091 0.057
N -1.578 0.962 0.143
N -1.149 -0.876 0.113
N -0.429 0.317 0.447
O 1.871 -0.148 0.560
H 0.590 0.116 -1.216
H 0.987 1.580 -0.308
H -1.259 -1.744 0.530
H 2.400 -0.603 -0.079
```

Atom charges from the Löwdin analysis, given in e for atoms 1 to 2: -0.209, -0.013

***

#b
An isolated molecule of CH4N4O, computed with ωB97M-V/def2-TZVPD.

HOMO-LUMO gap = 9.7 eV
LUMO energy = 0.27 eV
SMILES string = [H]/N=C(\N)NN=O
E_HOMO = -0.348 Eh

XYZ file:
```
10
CH4N4O (ωB97M-V/def2-TZVPD)
C 0.244 0.386 -0.215
H -0.889 0.087 -1.894
H -1.070 -1.049 -0.570
H 0.650 1.792 -1.477
H 1.258 0.396 1.564
N -0.576 -0.304 -1.040
N 0.915 1.440 -0.556
N 0.506 -0.092 1.100
N -0.083 -1.017 1.833
O -0.954 -1.639 1.256
```

Atom charges from the Löwdin analysis, given in e for atoms 1 to 2: -0.508, 0.098

***

Of them, #b has the highest stability.

***

#a
An isolated molecule of C4H7N3S, computed with ωB97M-V/def2-TZVPD.

HOMO-LUMO gap (spin up / spin down) = 6.0 / 6.0 eV
LUMO energy (spin up / spin down) = -0.88 / -0.88 eV
SMILES string = C/N=c1/cnsn1C
E_HOMO (spin up / spin down) = -0.252 / -0.252 Eh

XYZ file:
```
15
C4H7N3S (ωB97M-V/def2-TZVPD)
C 1.158 0.393 1.911
C 0.326 0.342 0.823
C -0.019 1.510 -1.521
C -0.956 -1.421 -0.474
N 1.202 -0.748 2.647
N -0.114 1.814 -0.134
N -0.234 -0.888 0.704
S 0.211 -1.885 2.000
H 1.861 1.114 2.095
H 0.889 0.835 -1.881
H 0.136 2.417 -2.073
H -0.944 1.016 -1.950
H -1.667 -2.233 0.029
H -1.569 -0.606 -0.910
H -0.280 -1.659 -1.268
```

Atom charges from the Löwdin analysis, given in e for atoms 1 to 2: -0.172, -0.218

***

#b
An isolated molecule of C4H7N3S, computed with ωB97M-V/def2-TZVPD.

HOMO-LUMO gap = 9.6 eV
LUMO energy = 0.54 eV
SMILES string = [H]/N=C1/CS/C(=N/C)N1
E_HOMO = -0.334 Eh

XYZ file:
```
15
C4H7N3S (ωB97M-V/def2-TZVPD)
C -2.468 0.420 0.011
C -0.667 -0.856 -0.146
C 1.521 0.226 0.017
C 1.932 -1.227 -0.011
H -2.100 1.266 -0.745
H -2.215 0.790 1.088
H -3.669 0.568 0.023
H -0.497 1.126 -0.455
H 2.304 2.234 0.144
H 2.752 -1.355 -0.821
H 2.089 -1.380 1.074
N -1.880 -1.019 -0.182
N 0.041 0.369 0.171
N 2.435 1.097 -0.162
S 0.422 -2.259 -0.007
```

Atom charges from the Löwdin analysis, given in e for atoms 1 to 2: -0.145, -0.774

***

Of them, #b has the highest stability.

***

#a
An isolated molecule of CH3O3PS, computed with ωB97M-V/def2-TZVPD.

HOMO-LUMO gap = 9.7 eV
LUMO energy = 0.34 eV
SMILES string = O=C(O)OPS
E_HOMO = -0.343 Eh

XYZ file:
```
9
CH3O3PS (ωB97M-V/def2-TZVPD)
C -1.109 0.085 -0.314
O -0.104 -0.415 0.588
O -2.279 -0.428 0.061
O -0.907 0.751 -1.262
P 1.550 -0.428 0.986
S 2.109 1.385 0.091
H 1.067 1.199 -0.985
H -2.327 -0.854 0.960
H 2.001 -1.296 -0.126
```

Atom charges from the Löwdin analysis, given in e for atoms 1 to 2: -0.609, -0.457

***

#b
CH3O3PS as an isolated structure, computed with ωB97M-V/def2-TZVPD.

HOMO-LUMO gap = 7.9 eV
LUMO energy = -0.56 eV
E_HOMO = -0.312 Eh

XYZ file:
```
9
CH3O3PS (ωB97M-V/def2-TZVPD)
C -0.302 0.157 -0.100
O -0.460 0.787 1.077
O -1.451 -0.238 -0.645
O 0.661 -1.212 0.021
P 1.265 0.615 -1.139
S 2.335 1.773 -0.017
H -1.104 0.442 1.633
H -1.652 -0.500 -1.591
H 0.709 -1.822 0.761
```

Atom charges from the Löwdin analysis, given in e for atoms 1 to 2: -0.787, 0.040

***

Of them, #a has the highest stability.

***

#a
A 3-piece molecular cluster, C4H7N5 overall, computed with ωB97M-V/def2-TZVPD.

HOMO-LUMO gap = 7.7 eV
LUMO energy = -1.49 eV
E_HOMO = -0.337 Eh

XYZ file:
```
16
C4H7N5 (ωB97M-V/def2-TZVPD)
C 0.602 0.544 -0.541
C 0.760 1.636 -1.259
C -1.009 -1.569 0.339
C -0.997 -0.762 1.696
H 1.369 -1.138 -0.892
H 3.172 0.744 -0.409
H 1.839 2.067 -1.498
H -1.582 -2.569 0.485
H -0.154 -1.714 -0.486
H -1.700 -1.140 2.459
H -0.036 -0.501 1.935
N 1.718 -0.054 0.028
N -0.382 2.437 -1.293
N -1.245 1.788 -0.664
N -0.776 0.631 -0.329
N -1.579 -0.400 0.429
```

Atom charges from the Löwdin analysis, given in e for atoms 1 to 2: -0.560, -0.178

***

#b
A 2-piece molecular cluster, C4H7N5 overall, computed with ωB97M-V/def2-TZVPD.

HOMO-LUMO gap = 9.7 eV
LUMO energy = 0.75 eV
E_HOMO = -0.331 Eh

XYZ file:
```
16
C4H7N5 (ωB97M-V/def2-TZVPD)
C -0.035 1.611 -0.031
C 1.313 1.289 0.148
C 0.069 -0.517 -0.365
C 2.347 -1.040 -0.099
N -0.796 0.508 -0.286
N -3.730 0.296 0.061
N -3.373 -0.711 0.563
N 1.331 -0.057 -0.106
N -3.367 -1.827 0.824
H -0.441 2.590 -0.105
H 2.101 1.972 0.373
H 3.054 -0.945 -0.929
H 3.114 -0.796 0.633
H 1.883 -1.983 -0.109
H -3.176 1.113 -0.072
H -0.294 -1.503 -0.500
```

Atom charges from the Löwdin analysis, given in e for atoms 1 to 2: -0.161, -0.046

***

#c
C4H7N5 as an isolated structure, computed with ωB97M-V/def2-TZVPD.

HOMO-LUMO gap = 9.0 eV
LUMO energy = 0.84 eV
E_HOMO = -0.300 Eh

XYZ file:
```
16
C4H7N5 (ωB97M-V/def2-TZVPD)
N 0.269 0.229 -0.273
C -0.806 0.086 0.819
C 0.175 -1.254 -0.201
N 0.141 0.845 -1.542
N -1.813 0.949 1.103
C 1.426 0.944 0.795
C 0.836 -2.165 -0.900
N -0.809 -1.228 0.790
N 0.873 1.175 1.843
H -0.662 0.452 -2.027
H -0.019 1.838 -1.390
H -2.635 0.498 1.481
H -1.537 1.782 1.602
H 2.399 0.931 0.320
H 1.509 -1.867 -1.689
H 0.654 -3.215 -0.731
```

Atom charges from the Löwdin analysis, given in e for atoms 1 to 2: -0.163, -0.411

***

Of them, #b has the highest stability.